No. 1
Molecular formula: C19H28N4O3S
Method: DFT, wB97M-V/def2-TZVPD

Results
Energy relative to the best compared isomer or geometry (same formula, charge and spin) in kcal per mole: 23.54
E_tot in Ha: -1583.7762
Kohn-Sham gap in Ha: 0.30277
E_HOMO in eV: -7.8
Molecular weight in g mol⁻¹: 392.5
Structure (SMILES): NC(=O)C1=CN(Cc2ccccc2)CCC1.CNC(=O)[C@H](CS)NC(C)=O

Each line ends with the natural charge from an NBO analysis.
Positions of all 55 atoms, in Å:
N 0.045 -0.253 -3.813  -0.842
C 0.397 -1.444 -3.245  0.654
O 1.278 -2.050 -3.827  -0.660
C -0.257 -1.952 -2.036  -0.272
C 0.133 -3.178 -1.528  0.112
N -0.493 -3.747 -0.409  -0.427
C -0.108 -5.112 0.009  -0.240
C 0.131 -5.211 1.501  0.055
C 0.803 -4.192 2.196  -0.244
C 1.021 -4.293 3.575  -0.202
C 0.577 -5.420 4.272  -0.221
C -0.082 -6.447 3.589  -0.193
C -0.303 -6.343 2.211  -0.249
C -1.756 -3.163 0.082  -0.215
C -1.634 -1.641 0.061  -0.396
C -1.359 -1.151 -1.366  -0.423
H -0.830 0.175 -3.532  0.389
H 0.413 -0.090 -4.746  0.408
H 0.938 -3.716 -2.028  0.237
H 0.809 -5.421 -0.504  0.222
H -0.896 -5.811 -0.291  0.191
H 1.152 -3.315 1.658  0.221
H 1.538 -3.495 4.101  0.216
H 0.748 -5.500 5.342  0.215
H -0.423 -7.326 4.130  0.214
H -0.816 -7.148 1.694  0.211
H -2.588 -3.482 -0.556  0.185
H -1.968 -3.494 1.104  0.218
H -2.553 -1.186 0.441  0.214
H -0.812 -1.339 0.718  0.207
H -2.272 -1.232 -1.965  0.203
H -1.078 -0.094 -1.319  0.211
C -1.362 7.122 -0.126  -0.422
N -1.074 6.219 0.988  -0.601
C -0.462 5.031 0.933  0.663
O -0.313 4.384 1.964  -0.637
C -0.023 4.436 -0.422  -0.151
C -1.035 3.388 -0.902  -0.515
S -0.717 2.950 -2.635  -0.039
N 1.311 3.833 -0.326  -0.606
C 2.421 4.568 -0.328  0.682
C 3.720 3.849 -0.052  -0.708
O 2.421 5.774 -0.542  -0.636
H -1.939 6.605 -0.895  0.194
H -1.940 7.976 0.231  0.217
H -0.428 7.490 -0.560  0.216
H -1.333 6.517 1.916  0.409
H 0.017 5.237 -1.160  0.237
H -0.980 2.501 -0.269  0.225
H -2.042 3.802 -0.826  0.238
H 0.527 2.482 -2.471  0.137
H 1.379 2.860 -0.080  0.401
H 3.873 3.072 -0.798  0.225
H 4.538 4.567 -0.101  0.245
H 3.685 3.410 0.943  0.229

Force components x, y, z for each atom (eV/Å):
-1.186 0.674 0.723
0.674 -0.395 -0.889
0.876 -1.062 0.032
-0.067 -0.797 0.937
-1.496 1.308 0.446
1.115 -0.229 -0.921
-0.401 0.712 0.000
-0.034 -0.159 0.672
-0.171 -0.359 0.208
-0.214 -0.351 -0.332
-0.066 -0.024 -0.337
0.206 0.383 -0.216
0.253 0.460 0.247
0.660 0.070 -0.119
-0.032 -0.029 -0.318
0.205 -0.223 0.063
0.337 0.149 -0.322
-0.235 -0.133 0.446
-0.177 0.001 0.316
-0.166 0.293 -0.153
0.034 -0.128 0.091
-0.084 -0.097 0.019
-0.068 -0.104 -0.077
-0.037 0.012 -0.135
0.035 0.118 -0.088
0.008 0.109 -0.021
-0.042 -0.038 -0.043
0.263 -0.186 -0.181
0.087 -0.071 0.012
-0.078 -0.073 -0.024
-0.085 0.167 0.059
-0.072 0.009 -0.114
0.368 -0.269 0.052
-0.517 1.019 -0.618
0.200 -1.174 0.939
0.256 -0.129 -0.403
0.247 0.314 0.062
0.590 0.211 0.204
-0.394 -0.033 -0.093
-1.616 -0.447 -0.082
1.401 1.415 -0.071
-0.142 0.006 -0.059
-0.430 -0.151 0.063
-0.026 0.140 -0.028
0.071 -0.198 0.022
-0.118 0.049 -0.065
0.070 -0.171 -0.041
0.201 -0.101 -0.036
-0.123 0.062 0.029
0.027 -0.124 -0.188
-0.014 -0.003 0.074
-0.105 0.006 0.197
0.104 -0.190 0.043
-0.164 -0.074 -0.019
0.070 -0.165 0.034

---

No. 2
Molecular formula: C19H28N4O5S
Method: DFT, wB97M-V/def2-TZVPD

Results
Energy relative to the best compared isomer or geometry (same formula, charge and spin) in kcal per mole: 72.31
E_tot in Ha: -1734.1789
Kohn-Sham gap in Ha: 0.35532
E_HOMO in eV: -9.5
Molecular weight in g mol⁻¹: 424.5
Structure (SMILES): CCCCN(CCCC)S(=O)(=O)c1ccc(C(=O)Nc2nnc(COC)o2)cc1

Each line ends with the natural charge from an NBO analysis.
Positions of all 57 atoms, in Å:
C 3.630 -6.395 1.624  -0.598
C 2.548 -5.335 1.465  -0.391
C 3.070 -4.104 0.728  -0.401
C 1.980 -3.044 0.567  -0.218
N 2.489 -1.834 -0.030  -0.684
C 2.835 -1.829 -1.436  -0.219
C 4.322 -1.539 -1.636  -0.404
C 4.704 -1.514 -3.114  -0.394
C 6.183 -1.204 -3.303  -0.598
S 1.977 -0.386 0.581  2.344
O 1.768 -0.546 1.990  -0.940
O 2.868 0.635 0.121  -0.939
C 0.374 -0.110 -0.189  -0.346
C 0.271 0.727 -1.283  -0.184
C -0.962 0.911 -1.887  -0.181
C -2.082 0.269 -1.372  -0.118
C -3.420 0.479 -1.998  0.675
O -3.742 0.069 -3.084  -0.544
N -4.322 1.176 -1.216  -0.625
C -4.096 1.860 -0.059  0.608
N -5.013 2.445 0.647  -0.332
N -4.380 3.018 1.691  -0.277
C -3.122 2.763 1.577  0.422
C -1.999 3.235 2.441  -0.124
O -1.761 4.608 2.268  -0.515
C -2.732 5.437 2.870  -0.262
O -2.864 2.019 0.464  -0.416
C -1.965 -0.583 -0.276  -0.195
C -0.728 -0.775 0.313  -0.143
H 3.993 -6.722 0.652  0.201
H 4.471 -5.998 2.188  0.204
H 3.241 -7.262 2.154  0.210
H 2.183 -5.036 2.449  0.198
H 1.704 -5.756 0.912  0.194
H 3.898 -3.663 1.284  0.210
H 3.443 -4.400 -0.255  0.193
H 1.144 -3.451 -0.024  0.177
H 1.611 -2.756 1.552  0.233
H 2.245 -1.060 -1.948  0.200
H 2.572 -2.797 -1.870  0.203
H 4.539 -0.574 -1.176  0.227
H 4.906 -2.300 -1.115  0.198
H 4.106 -0.757 -3.627  0.194
H 4.473 -2.482 -3.567  0.191
H 6.425 -0.237 -2.870  0.205
H 6.438 -1.182 -4.361  0.208
H 6.797 -1.959 -2.818  0.201
H 1.153 1.243 -1.630  0.247
H -1.065 1.562 -2.741  0.231
H -5.266 1.266 -1.575  0.441
H -1.085 2.717 2.141  0.221
H -2.233 3.009 3.491  0.197
H -3.735 5.220 2.490  0.194
H -2.729 5.309 3.958  0.165
H -2.451 6.458 2.620  0.196
H -2.838 -1.086 0.112  0.224
H -0.610 -1.410 1.176  0.232

Force components x, y, z for each atom (eV/Å):
-0.246 0.094 0.027
0.249 0.058 -0.179
-0.406 0.059 0.111
-0.054 -0.450 0.355
-0.264 1.032 0.525
0.549 0.259 -0.341
-0.250 -0.059 -0.413
0.149 0.011 0.292
-0.243 -0.056 -0.107
-0.103 -0.263 0.000
-0.207 -0.192 -0.067
-0.106 -0.018 -0.377
0.608 0.008 0.242
0.080 0.127 -0.071
-0.209 -0.142 0.053
0.420 -0.322 -0.150
-0.029 0.090 0.156
0.054 -0.058 -0.180
-0.170 -0.145 -0.303
-0.227 0.628 0.934
-0.445 -0.810 -1.355
0.867 0.382 1.043
-0.428 0.234 0.339
0.047 -0.066 -0.008
0.293 -0.018 -0.169
-0.152 0.086 0.008
-0.221 0.032 -0.301
0.112 0.015 -0.201
-0.161 -0.116 0.106
0.077 -0.066 -0.085
0.129 -0.003 0.058
0.048 -0.121 0.042
-0.096 0.013 0.020
-0.087 0.008 0.045
0.085 0.034 -0.020
0.107 -0.011 -0.065
0.033 0.040 0.057
-0.069 -0.250 -0.021
0.011 -0.146 -0.171
-0.083 0.048 0.059
0.074 -0.034 0.034
0.043 -0.032 0.083
-0.079 -0.015 -0.070
-0.075 -0.001 -0.071
0.090 0.109 0.039
0.116 0.022 -0.072
0.116 -0.058 0.046
0.059 0.085 -0.092
0.012 0.068 -0.082
0.160 -0.031 0.002
-0.101 -0.011 0.135
0.059 -0.033 -0.150
0.075 0.095 0.053
-0.002 0.010 0.006
-0.057 0.012 0.061
-0.079 -0.029 0.075
-0.073 -0.104 0.115

---

No. 3
Molecular formula: C19H28NNiP
Method: DFT, wB97M-V/def2-TZVPD

Results
E_tot in Ha: -2645.0024
Kohn-Sham gap (spin up / spin down) in Ha: 0.25761 / 0.25676
E_HOMO (spin up / spin down) in eV: -6.6 / -7.4
Multiplicity: 3
Molecular weight in g mol⁻¹: 360.1
<S²>: 2.0128

Each line ends with the natural charge from an NBO analysis.
Positions of all 50 atoms, in Å:
C -2.267 0.451 -3.161  -0.213
C -1.935 -0.696 -2.451  -0.253
C -1.202 -0.633 -1.245  0.071
C -0.844 0.613 -0.712  -0.445
C -1.142 1.748 -1.468  -0.072
C -1.879 1.691 -2.661  -0.226
C -0.830 -1.935 -0.608  -0.460
C -0.173 -2.942 -1.594  -0.185
N 1.208 -2.711 -1.904  -0.486
Ni -0.068 1.033 1.156  0.838
C -0.619 3.070 -0.983  -0.723
P 0.779 2.664 0.148  0.901
H -2.235 -1.676 -2.836  0.201
H -2.114 2.620 -3.185  0.204
H -2.826 0.381 -4.095  0.210
H -1.361 3.608 -0.375  0.235
H -0.262 3.735 -1.782  0.221
H -0.171 -1.764 0.249  0.204
H -1.729 -2.429 -0.211  0.217
H -0.223 -3.933 -1.106  0.177
C 1.273 4.268 0.793  -0.970
C 2.076 2.165 -0.998  -0.961
H -0.722 -2.990 -2.541  0.198
C 1.614 -2.232 -3.192  -0.395
C 2.154 -2.713 -0.823  -0.396
H 0.767 1.806 2.370  0.066
H 1.704 -3.062 -3.912  0.173
H 0.875 -1.523 -3.594  0.195
H 2.596 -1.746 -3.116  0.194
H 3.099 -3.183 -1.139  0.190
H 2.392 -1.689 -0.469  0.162
H 1.733 -3.285 0.020  0.199
H 2.346 3.001 -1.648  0.231
H 2.946 1.842 -0.419  0.238
H 1.731 1.323 -1.604  0.270
H 1.477 4.953 -0.042  0.236
H 0.470 4.678 1.419  0.249
H 2.177 4.146 1.401  0.242
H 1.275 1.294 2.094  -0.004
C -1.459 -1.535 4.953  -0.245
C -0.727 -2.144 3.928  -0.195
C -0.273 -1.387 2.827  -0.297
C -0.629 -0.050 2.731  -0.309
C -1.384 0.566 3.721  -0.291
C -1.766 -0.172 4.861  -0.208
H -1.780 -2.111 5.820  0.211
H -0.486 -3.208 3.992  0.205
H 0.368 -1.852 2.081  0.197
H -1.654 1.620 3.635  0.197
H -2.297 0.325 5.674  0.205

Force components x, y, z for each atom (eV/Å):
-0.124 0.139 0.160
0.222 0.003 0.293
-0.513 0.220 -0.680
0.589 -0.116 0.136
-0.631 0.127 -0.700
0.352 -0.012 0.193
-0.036 -0.486 -0.153
0.142 -0.275 0.579
0.212 0.017 0.357
-2.007 -3.247 -0.162
0.478 0.505 0.368
-1.052 1.893 -2.317
0.055 0.388 0.070
0.067 -0.317 0.032
0.106 0.010 0.238
0.089 0.030 -0.193
-0.283 -0.109 -0.002
-0.105 -0.063 -0.315
0.098 0.131 0.012
-0.286 0.121 -0.215
0.425 0.446 0.067
0.513 0.011 -0.030
0.030 -0.091 0.317
-0.166 -0.035 -0.166
-0.046 0.120 -0.130
0.688 0.068 0.900
0.092 0.163 -0.080
0.307 0.020 0.013
-0.281 0.016 -0.099
-0.192 0.065 0.188
0.012 -0.207 0.121
0.267 0.170 -0.232
0.107 -0.070 0.026
0.049 0.055 -0.194
-0.053 0.129 0.151
0.032 -0.029 0.307
0.216 -0.098 -0.152
-0.154 0.198 -0.069
1.243 -0.116 0.990
0.083 0.334 -0.330
0.236 0.140 -0.254
-0.414 -0.410 1.178
-0.226 0.830 -0.791
-0.167 -0.909 1.072
0.042 0.190 -0.395
0.101 0.131 -0.224
-0.053 0.307 0.007
-0.112 -0.034 0.161
0.019 -0.187 0.126
0.024 -0.168 -0.182

---

No. 4
Molecular formula: C19H29Cl2N2O3
Method: DFT, wB97M-V/def2-TZVPD

Results
E_tot in Ha: -1996.8032
Kohn-Sham gap in Ha: 0.35253
E_HOMO in eV: -12.0
Total charge: +1
Molecular weight in g mol⁻¹: 404.4

Each line ends with the natural charge from an NBO analysis.
Positions of all 55 atoms, in Å:
C 1.898 0.819 -2.319  -0.638
C 1.947 2.157 -3.025  -0.198
Cl 1.725 3.485 -1.862  -0.048
C 0.985 2.319 -4.205  -0.240
Cl 1.294 1.004 -5.388  -0.036
C -0.465 2.326 -3.801  0.066
C -1.173 3.530 -3.857  -0.189
C -2.521 3.614 -3.500  -0.161
C -3.154 2.462 -3.073  -0.121
C -2.460 1.263 -3.013  -0.136
C -1.132 1.171 -3.378  -0.208
C -3.406 0.205 -2.546  0.690
O -3.174 -0.895 -2.139  -0.562
N -4.660 0.799 -2.635  -0.647
C -4.565 2.205 -2.656  0.677
O -5.427 2.959 -2.335  -0.511
H 2.661 0.856 -1.543  0.217
H 2.171 0.006 -2.980  0.241
H 0.951 0.646 -1.817  0.212
H 2.951 2.270 -3.423  0.231
H 1.202 3.238 -4.733  0.240
H -0.678 4.432 -4.187  0.225
H -3.070 4.541 -3.563  0.242
H -0.628 0.216 -3.336  0.237
H -5.451 0.381 -2.161  0.423
C 1.107 -3.731 1.580  -0.644
C 0.549 -2.918 2.729  -0.210
N 1.490 -1.879 3.299  -0.205
C 2.717 -2.583 3.804  -0.405
C 0.863 -1.252 4.528  -0.206
C -0.399 -0.427 4.334  -0.640
C 1.986 -0.859 2.292  -0.234
C 0.980 -0.089 1.460  -0.085
O 0.225 -0.959 0.649  -0.569
C -1.052 -0.449 0.253  -0.265
H 1.935 -4.369 1.886  0.215
H 0.319 -4.387 1.214  0.256
H 1.425 -3.113 0.745  0.239
H 0.307 -3.577 3.565  0.215
H -0.362 -2.412 2.436  0.239
H 2.408 -3.364 4.493  0.232
H 3.345 -1.857 4.313  0.230
H 3.259 -3.006 2.966  0.236
H 1.639 -0.643 4.989  0.223
H 0.654 -2.089 5.192  0.223
H -0.172 0.595 4.041  0.223
H -0.914 -0.361 5.291  0.254
H -1.097 -0.856 3.618  0.225
H 2.646 -1.408 1.623  0.232
H 2.594 -0.156 2.863  0.232
H 1.555 0.585 0.811  0.209
H 0.338 0.545 2.069  0.188
H -1.097 0.639 0.335  0.182
H -1.834 -0.890 0.878  0.178
H -1.236 -0.737 -0.780  0.229

Force components x, y, z for each atom (eV/Å):
0.351 0.329 0.697
0.393 -0.539 -0.554
-0.148 0.167 0.097
-0.429 -0.122 0.214
0.096 0.052 -0.004
-0.576 0.091 0.008
-0.280 -0.046 0.106
0.003 -0.170 0.103
0.354 0.249 -0.202
0.243 0.059 -0.087
0.049 -0.007 0.149
-0.049 0.686 -0.488
0.172 -0.727 0.130
-0.442 -0.026 0.729
0.624 -0.517 -0.268
-0.517 0.492 -0.030
0.058 -0.069 0.096
-0.220 -0.135 -0.218
-0.157 -0.112 -0.116
0.104 0.174 -0.045
0.129 0.156 0.004
0.114 -0.003 -0.054
0.046 0.120 -0.011
0.017 -0.077 -0.125
0.035 -0.058 -0.107
0.227 0.000 -0.022
-0.201 -0.203 -0.050
0.170 -0.025 0.115
-0.043 0.082 -0.061
-0.240 0.088 0.040
0.039 0.151 -0.032
-0.015 -0.061 -0.125
-0.298 0.074 -0.225
0.071 0.029 0.125
0.037 -0.102 -0.042
-0.038 -0.031 0.019
-0.049 0.029 0.020
-0.088 0.040 -0.011
0.054 0.063 0.061
0.063 0.092 -0.084
0.032 -0.018 0.011
0.017 -0.020 0.019
0.000 -0.048 0.011
0.042 -0.030 -0.003
0.069 -0.034 -0.011
-0.021 -0.015 -0.057
0.030 -0.087 0.024
-0.007 -0.025 0.015
0.008 -0.002 -0.009
0.018 0.022 -0.017
0.161 0.050 0.175
-0.045 -0.047 0.056
0.054 0.030 -0.030
-0.024 0.064 0.005
0.010 -0.031 0.058

---

- What is the molecular weight in the first record?
  392.5 g mol⁻¹